No. 1
Molecular formula: C16H42O9
Method: DFT, ωB97M-V/def2-TZVPD

Its HOMO energy is -0.34220 Ha. The energy above the lowest of the compared OMol25 structures with the same formula, charge and spin is 0.0 kcal/mol. Its max |F| is 1.1 eV Å⁻¹. The value obtained for the lowest unoccupied orbital energy is 0.017 hartree. The spin multiplicity is 1. The HOMO-LUMO gap is 9.785 eV.

Structure (XYZ):
```
67
Properties=species:S:1:pos:R:3:forces:R:3:lowdin_charge:R:1
C -3.862267 -0.178167 -0.026243 0.51 -0.59 0.14 -0.09
O -3.943589 -0.256957 -1.436923 -0.30 0.39 0.30 -0.16
C -3.016285 0.550701 -2.109829 0.33 -0.36 -1.03 -0.20
C -1.722808 -0.213141 -2.431078 -0.77 0.46 0.45 -0.17
O -1.086712 -0.577009 -1.215656 0.15 0.01 -0.16 -0.13
C 0.084368 0.154568 -0.932379 0.13 -0.10 0.30 -0.20
C -0.083458 1.669473 -0.888701 0.26 -0.03 0.22 -0.07
C -0.848063 2.134538 0.334928 0.03 -0.07 -0.71 -0.51
O -0.931840 1.511257 1.341185 -0.02 -0.32 0.68 0.15
O -1.389558 3.391974 0.219774 0.21 0.16 0.01 0.08
H -3.615774 0.828778 0.317820 -0.18 0.15 -0.02 0.08
H -3.073215 -0.839878 0.341356 0.00 0.06 0.06 0.09
H -4.802993 -0.509111 0.402905 -0.19 0.11 -0.11 0.09
H -2.816619 1.485390 -1.576601 0.02 0.00 0.20 0.11
H -3.466597 0.819847 -3.068923 -0.04 0.03 0.01 0.11
H -2.030170 -1.102738 -2.979058 0.19 -0.24 0.12 0.13
H -1.081611 0.382301 -3.081018 0.08 0.04 -0.05 0.11
H 0.396849 -0.158219 0.062812 -0.02 -0.09 0.02 0.11
H 0.889718 -0.135012 -1.613955 -0.03 0.17 -0.24 0.13
H -0.496443 2.105096 -1.794762 -0.11 -0.01 -0.04 0.11
H 0.917038 2.102614 -0.784314 0.01 0.08 -0.02 0.14
H -2.285193 3.333753 -0.120937 -0.26 0.05 -0.06 0.10
C -3.667240 3.242624 -6.447900 0.00 -0.13 -0.03 -0.08
C -3.068931 3.000676 -5.075891 0.15 0.09 -0.23 -0.32
O -2.065044 1.982941 -5.111223 -0.12 0.00 0.21 -0.09
H -4.102918 2.325104 -6.844735 -0.05 0.02 0.02 0.06
H -4.444256 4.007354 -6.407462 0.02 0.02 0.00 0.08
H -2.898037 3.569952 -7.152199 -0.01 0.09 0.03 0.07
H -3.835465 2.657993 -4.382318 0.04 -0.05 0.04 0.10
H -2.635207 3.923438 -4.674692 -0.08 0.02 0.05 0.11
H -1.376923 2.280202 -5.712364 0.06 -0.03 -0.07 0.08
C 1.571477 -1.164618 3.237450 0.04 0.02 0.00 -0.08
C 0.620133 -0.941818 4.398932 -0.09 0.12 -0.25 -0.32
O 0.116662 0.389239 4.411419 0.10 -0.10 0.16 -0.08
H 2.403603 -0.461061 3.288550 0.02 -0.03 0.05 0.07
H 1.971300 -2.180258 3.243378 -0.01 0.01 -0.02 0.08
H 1.058239 -0.999666 2.287016 -0.03 -0.06 0.01 0.06
H 1.137841 -1.090602 5.346494 -0.04 0.04 0.05 0.10
H -0.215029 -1.649405 4.354049 0.07 -0.09 0.04 0.11
H -0.349808 0.530798 3.581463 -0.04 0.14 -0.10 0.05
C -3.782235 -0.941187 -9.538124 0.01 0.07 0.00 -0.09
C -4.744485 -0.711972 -8.387459 -0.07 0.04 -0.20 -0.32
O -5.312635 0.595852 -8.425655 0.12 -0.03 0.16 -0.09
H -2.983040 -0.199576 -9.517806 0.02 -0.02 0.04 0.07
H -3.338313 -1.936433 -9.486365 -0.02 0.00 -0.01 0.07
H -4.296476 -0.843458 -10.497283 -0.01 -0.07 0.00 0.07
H -4.224040 -0.793743 -7.434386 -0.04 0.06 0.04 0.11
H -5.545232 -1.458600 -8.401016 0.06 -0.06 0.05 0.11
H -5.790047 0.685861 -9.254386 -0.05 0.03 -0.05 0.08
C 3.119571 0.980772 6.699708 0.02 -0.05 -0.11 -0.08
C 4.082351 -0.158552 6.974816 0.09 0.24 -0.04 -0.32
O 5.047646 -0.298571 5.932321 -0.11 -0.16 0.05 -0.09
H 2.606366 0.824099 5.750357 -0.06 0.00 0.04 0.06
H 2.373036 1.064302 7.490745 0.00 0.02 -0.01 0.08
H 3.655343 1.930566 6.628461 0.00 0.01 0.08 0.07
H 3.546530 -1.105899 7.027690 0.06 -0.05 -0.04 0.11
H 4.597385 -0.007208 7.929702 -0.07 -0.05 0.05 0.11
H 5.539809 0.524600 5.877635 0.04 0.06 -0.04 0.08
C 6.532381 -3.524803 5.885672 -0.04 -0.09 0.01 -0.09
C 7.098264 -3.773252 7.270552 0.17 0.02 -0.19 -0.32
O 8.040451 -4.845246 7.279899 -0.16 -0.02 0.13 -0.09
H 6.053231 -4.427746 5.504395 -0.02 -0.01 0.04 0.08
H 5.803467 -2.714026 5.900804 0.06 0.04 -0.04 0.05
H 7.328653 -3.257020 5.186522 -0.01 0.08 0.01 0.07
H 6.305096 -4.055677 7.961325 0.04 -0.06 0.04 0.11
H 7.575993 -2.866557 7.657461 -0.10 0.04 0.03 0.11
H 8.755757 -4.609478 6.684044 0.06 -0.01 -0.05 0.07
```
Positions in Å, forces in eV/Å.



No. 2
Molecular formula: C24H35N2O6PdSi2
Method: DFT, ωB97M-V/def2-TZVPD

Its HOMO energy (spin up / spin down) is -0.40745 / -0.40745 Ha. As for the net charge: +1. Its max |F| is 5.8 eV Å⁻¹. The value obtained for the lowest unoccupied orbital energy (spin up / spin down) is -0.201 / -0.201 hartree. The spin multiplicity is 1. The HOMO-LUMO gap (spin up / spin down) is 5.605 / 5.604 eV.

Structure (XYZ):
```
70
Properties=species:S:1:pos:R:3:forces:R:3:lowdin_charge:R:1
Pd -0.054517 0.233813 1.723513 -0.67 -1.05 0.07 0.68
O -1.045517 3.486113 4.480713 -0.21 -0.26 -0.69 0.17
C -1.060517 2.654913 3.438213 0.96 -0.35 0.30 -0.43
O -0.033317 2.128413 2.995113 -1.19 0.91 0.82 -0.02
C -2.457817 2.435913 2.889513 -0.14 -0.45 -0.23 -0.09
O -2.532517 1.274113 2.077013 0.74 1.71 -0.27 -0.18
C -3.328217 0.245713 2.571313 0.25 -2.33 1.52 -0.11
C -2.429017 -0.762187 3.509213 -4.20 3.90 -0.79 -0.66
O -2.853517 -0.918587 4.624613 0.68 -0.98 0.93 0.09
O -1.449317 -1.187487 2.884113 4.83 -1.32 -1.65 -0.08
H -0.141917 3.649213 4.794413 0.04 -0.12 -0.13 0.15
H -3.155417 2.408913 3.733613 0.07 -0.07 -0.10 0.15
H -2.724617 3.299713 2.264813 0.13 0.01 0.21 0.15
H -4.162617 0.597313 3.179113 -0.05 0.12 -0.20 0.12
H -3.667317 -0.364087 1.730613 -0.12 0.31 -0.05 0.13
C 2.162483 -0.463487 -1.112287 -0.78 0.24 0.89 -0.17
Si 0.950183 -1.287187 0.163313 0.40 -1.55 0.00 0.70
C -0.442717 -2.361587 -0.661387 0.45 0.83 0.53 -0.17
C 2.058483 -2.462787 1.231913 -0.97 1.10 -0.59 -0.31
C 2.612783 -3.557687 0.579113 0.04 0.10 0.08 -0.10
C 3.441583 -4.430987 1.261413 -0.02 -0.03 -0.12 -0.06
C 3.694283 -4.223887 2.607013 0.12 -0.04 0.03 -0.06
C 3.127683 -3.145687 3.265113 -0.08 0.13 0.17 -0.09
C 2.312983 -2.241787 2.584013 -0.77 0.91 0.48 -0.29
Si 1.583283 -0.720487 3.563013 1.66 -0.85 0.15 0.86
C 1.197083 -1.233187 5.381013 -0.66 0.54 -1.10 -0.16
C 2.860783 0.748913 3.558913 -1.33 -0.35 -0.33 -0.17
H 2.260283 -1.105787 -1.982787 -0.16 -0.25 -0.09 0.03
H 3.154383 -0.346087 -0.684887 0.04 -0.07 0.24 0.03
H 1.841383 0.518313 -1.448887 -0.10 0.09 -0.11 0.01
H -0.184817 -2.622087 -1.685087 0.14 0.06 -0.16 0.03
H -1.412217 -1.865387 -0.675187 -0.03 0.10 -0.02 0.02
H -0.577317 -3.283287 -0.100787 0.14 -0.02 0.19 0.04
H 2.402083 -3.721487 -0.467187 0.00 -0.11 -0.18 0.11
H 3.882283 -5.267587 0.738613 0.03 -0.08 0.04 0.11
H 4.336683 -4.906387 3.144313 0.02 -0.02 0.06 0.11
H 3.326083 -3.009287 4.317213 0.06 -0.04 0.16 0.10
H 2.077183 -1.673887 5.842013 0.37 0.02 -0.23 0.03
H 0.395883 -1.964487 5.447613 -0.12 -0.03 -0.16 0.04
H 0.909383 -0.374387 5.981613 -0.03 0.14 0.02 0.03
H 3.747983 0.449013 4.109913 0.07 -0.37 0.09 0.04
H 2.445583 1.625613 4.047413 -0.09 0.06 0.08 0.01
H 3.159283 1.044713 2.556313 0.04 -0.07 -0.13 0.03
C -1.599317 -1.080687 -5.955287 -0.04 0.19 0.02 -0.06
C -1.619017 0.444013 -5.950387 -0.28 -0.34 -0.03 -0.18
N -1.203917 1.023013 -4.676987 0.03 0.21 -0.12 -0.06
C 0.101483 1.639713 -4.609887 0.45 0.00 0.09 -0.20
C 1.221183 0.601213 -4.636487 -0.12 0.28 -0.05 -0.06
C -2.079917 1.017413 -3.659187 -0.04 0.09 0.17 -0.44
O -3.170917 0.482913 -3.712287 -0.25 -0.04 0.05 0.10
C -1.678317 1.743013 -2.393087 -0.49 0.29 0.00 -0.11
C -2.141417 3.038013 -2.138787 0.47 -0.51 0.31 0.04
C -1.783817 3.632213 -0.935087 -0.04 -0.13 -0.32 -0.02
C -1.023417 2.918313 -0.028687 0.21 -0.34 -0.04 -0.13
N -0.637317 1.651313 -0.240487 0.28 -0.26 0.21 0.04
C -0.963417 1.085513 -1.409787 0.09 0.37 0.18 -0.09
H -1.879017 -1.439687 -6.942287 0.01 -0.09 -0.08 0.08
H -2.314617 -1.468387 -5.235887 -0.07 -0.01 0.06 0.07
H -0.614317 -1.463187 -5.705587 0.16 -0.08 -0.04 0.06
H -2.641117 0.777313 -6.148087 0.12 0.06 -0.07 0.13
H -0.956017 0.841813 -6.720987 -0.07 0.03 0.04 0.12
H 0.169783 2.226413 -3.692087 0.00 0.01 -0.18 0.11
H 0.208683 2.327513 -5.455687 0.00 0.00 0.12 0.13
H 1.047883 -0.162287 -3.881587 -0.02 -0.08 0.07 0.06
H 2.177883 1.076413 -4.436787 0.14 0.03 -0.03 0.08
H 1.272183 0.123013 -5.609587 0.06 -0.14 -0.10 0.07
H -2.735417 3.565913 -2.867687 -0.08 0.04 -0.10 0.14
H -2.077817 4.645313 -0.717087 -0.03 0.13 0.09 0.12
H -0.685717 3.376813 0.889913 -0.02 -0.05 0.03 0.10
H -0.621117 0.077613 -1.587387 -0.02 -0.12 0.00 0.08
```
Positions in Å, forces in eV/Å.